54
Properties=species:S:1:pos:R:3 method="wB97M-V/def2-TZVPD" total_charge=0 homo_lumo_gap_ev="7.103 / 6.823" s2=3.7792 spin_multiplicity=4 e_tot_ha=-4282.5063 relative_energy_ev=0.000
Re 0.415 -0.230 -0.278
S -1.526 -1.146 -1.465
C -2.737 0.058 -1.044
C -4.090 -0.258 -1.130
C -5.071 0.671 -0.813
C -6.463 0.292 -0.907
N -7.564 -0.029 -0.992
C -4.700 1.952 -0.398
C -3.354 2.277 -0.313
C -2.366 1.347 -0.636
S -0.677 1.842 -0.592
C -5.697 2.937 -0.043
N -6.483 3.724 0.252
H -4.385 -1.248 -1.454
H -3.066 3.273 0.000
Cl 3.828 -1.174 -0.005
C 3.253 -0.060 1.212
C 1.908 0.379 1.245
C 1.634 1.229 2.336
Cl 0.031 1.859 2.630
C 2.599 1.662 3.255
Cl 2.199 2.739 4.540
C 3.911 1.227 3.139
Cl 5.112 1.753 4.247
C 4.238 0.351 2.114
Cl 5.865 -0.200 1.981
N -1.010 -0.777 1.543
H -0.573 -1.006 2.430
H -1.641 -1.525 1.272
H -1.562 0.059 1.706
C 2.792 2.276 -1.425
C 1.940 1.571 -2.480
C 2.702 1.514 -3.804
C 1.507 0.148 -2.078
H 3.148 3.240 -1.798
H 3.670 1.672 -1.169
H 2.234 2.464 -0.505
H 1.039 2.165 -2.639
H 3.638 0.958 -3.682
H 2.954 2.518 -4.159
H 2.114 1.020 -4.580
H 2.397 -0.483 -2.075
H 0.842 -0.231 -2.863
C 1.216 -5.130 -0.356
C 1.103 -4.467 0.856
C 0.999 -3.092 0.852
N 1.007 -2.371 -0.277
C 1.136 -3.013 -1.447
C 1.243 -4.387 -1.524
H 1.289 -6.210 -0.387
H 1.104 -5.000 1.796
H 0.954 -2.535 1.777
H 1.152 -2.397 -2.335
H 1.343 -4.856 -2.494